(a)
Entry from the Open Molecules 2025 dataset: 2 unconnected molecules or ions with the total composition C4H8NS (wB97M-V/def2-TZVPD).

Each line ends with the Löwdin charge.
Geometry (Å):
C1 -2.5992 -0.1629 -0.2192  -0.11
C2 -3.3915 -0.9796 0.3394  0.13
C3 -1.8067 0.7991 -0.7018  -0.49
C4 2.8044 -0.4023 0.2817  -0.14
N1 2.0157 0.6917 -0.2227  -0.13
S1 -0.4213 0.9345 0.2826  0.98
H1 -3.9186 -1.7317 -0.0430  0.06
H2 -3.6240 -0.9113 1.3955  0.12
H3 -2.2180 1.5300 -1.4045  0.10
H4 3.6594 -0.0973 0.9061  0.10
H5 2.2381 -1.0116 0.9044  0.05
H6 3.2178 -0.9342 -0.6431  0.12
H7 2.1612 0.6734 -1.2320  0.10
H8 1.8827 1.6021 0.3565  0.11

The HOMO-LUMO gap (spin up / spin down) comes out at 0.26296 / 0.26301 hartree. As for the net charge: +1.

***

(b)
Entry from the Open Molecules 2025 dataset: a gas-phase ion, C4H8NS (charge +1) (wB97M-V/def2-TZVPD).

Each line ends with the Löwdin charge.
Geometry (Å):
C1 0.0111 -0.9261 -0.0355  0.02
C2 1.4247 -0.5766 0.0800  -0.16
C3 1.6717 0.9420 -0.1741  -0.30
C4 -2.2012 0.0372 -0.0145  -0.11
N1 -0.8422 0.1746 -0.0576  -0.48
S1 -0.0567 1.6564 -0.2618  1.05
H1 -0.3401 -1.8667 0.1894  0.13
H2 1.7289 -0.9376 1.0910  0.16
H3 1.9059 -1.2749 -0.5901  0.13
H4 2.1380 1.4985 0.6821  0.10
H5 2.2059 1.3717 -0.9439  0.05
H6 -2.6584 1.1002 0.0249  0.13
H7 -2.3677 -0.5740 0.8873  0.12
H8 -2.6198 -0.6246 -0.8771  0.15

The HOMO-LUMO gap (spin up / spin down) comes out at 0.30515 / 0.30518 hartree. As for the SMILES: C[N+]1=CCCS1. As for the net charge: +1.

***

(c)
Entry from the Open Molecules 2025 dataset: a gas-phase ion, C4H8NS (charge +1) (wB97M-V/def2-TZVPD).

Each line ends with the Löwdin charge.
Geometry (Å):
C1 0.2941 1.0685 1.6851  0.04
C2 -0.8158 0.4520 -0.3701  -0.28
C3 -0.3350 -0.3976 -1.6307  -0.33
C4 0.4631 -1.9180 0.3091  -0.21
N1 0.0789 0.2939 0.7317  -0.09
S1 -0.6953 -2.0495 -0.9151  1.02
H1 1.1331 0.7748 2.3750  0.12
H2 -0.3550 2.0287 1.9079  0.15
H3 -0.8411 1.6105 -0.6885  0.18
H4 -1.9418 0.2446 -0.0957  0.16
H5 -0.8672 -0.3016 -2.5295  0.07
H6 0.6103 -0.3057 -1.9639  0.05
H7 1.4710 -1.6804 0.0851  0.05
H8 0.3217 -2.3047 1.3240  0.07

The HOMO-LUMO gap comes out at 0.32864 hartree. As for the net charge: +1.

***

Pick (b): it beats the second-best structure by 0.0445 hartree.

***

(a)
Entry from the Open Molecules 2025 dataset: a molecular structure, C4H8NS (wB97M-V/def2-TZVPD).

Each line ends with the Löwdin charge.
Geometry (Å):
C1 0.4405 -1.9926 -1.2922  0.08
C2 -0.2988 -0.8905 -1.1217  -0.22
C3 0.3073 1.3850 1.5081  -0.36
C4 -0.3372 -0.1682 0.0893  -0.58
N1 -0.0740 1.2987 0.0483  0.00
S1 0.8777 -0.3321 1.4470  0.96
H1 0.6171 -2.5116 -2.2414  0.09
H2 1.0558 -2.4641 -0.5024  0.08
H3 -1.0554 -0.8058 -1.8804  0.12
H4 1.1067 2.0195 1.7968  0.08
H5 -0.6157 1.5533 2.1810  0.14
H6 -1.9037 -0.1967 0.8291  0.28
H7 -0.8932 1.6009 -0.3512  0.13
H8 0.7728 1.5042 -0.5103  0.20

The HOMO-LUMO gap comes out at 0.34490 hartree. As for the net charge: +1.

***

(b)
Entry from the Open Molecules 2025 dataset: a molecular structure, C4H8NS (wB97M-V/def2-TZVPD).

Each line ends with the Löwdin charge.
Geometry (Å):
C1 1.0025 0.6167 -0.0184  0.24
C2 0.5117 0.4327 -1.4175  -0.29
C3 -0.9820 0.5790 -1.4017  -0.47
C4 -0.3501 -0.9257 2.0871  -0.18
N1 -0.5090 -0.1845 0.9558  -0.35
S1 -1.6530 -0.6203 -0.2827  1.07
H1 1.0598 1.6680 0.3416  0.11
H2 0.9626 1.2790 -1.9692  0.15
H3 0.8262 -0.4490 -1.9051  0.11
H4 -1.4212 1.6009 -1.0806  0.13
H5 -1.3359 0.3263 -2.4362  0.12
H6 0.3988 -0.3590 2.7625  0.14
H7 0.3097 -1.7972 1.7828  0.14
H8 -1.2832 -1.1025 2.5823  0.09

The HOMO-LUMO gap (spin up / spin down) comes out at 0.31121 / 0.29165 hartree. As for the net charge: +1.

***

Pick (a): it beats the second-best structure by 0.0239 hartree.

***

(a)
Entry from the Open Molecules 2025 dataset: a gas-phase ion, C4H8NS (charge +1) (wB97M-V/def2-TZVPD).

Each line ends with the Löwdin charge.
Geometry (Å):
C1 0.3641 1.4181 0.4841  0.19
C2 -1.7013 -0.8470 0.9486  -0.27
C3 -0.7770 -0.6305 -0.2634  -0.47
C4 1.5388 -0.0896 -0.7655  -0.05
N1 0.3496 0.2929 -0.0972  -0.17
S1 -2.3902 0.2358 -0.3657  0.91
H1 1.2423 1.8941 0.3097  0.09
H2 -0.5123 1.9709 0.9115  0.15
H3 -2.1676 -1.7241 0.9288  0.03
H4 -1.5167 -0.3167 1.8169  0.06
H5 -0.3945 -1.2975 -1.0235  0.12
H6 1.7917 -1.2592 -0.6570  0.17
H7 2.4768 0.2473 -0.3631  0.10
H8 1.6962 0.1054 -1.8642  0.14

The HOMO-LUMO gap comes out at 0.31200 hartree. As for the SMILES: C=[N+](C)[C@H]1CS1. As for the net charge: +1.

***

(b)
Entry from the Open Molecules 2025 dataset: a gas-phase ion, C4H8NS (charge +1) (wB97M-V/def2-TZVPD).

Each line ends with the Löwdin charge.
Geometry (Å):
C1 2.0621 -0.7380 0.1720  0.03
C2 0.4294 1.0104 0.4494  -0.24
C3 -0.8901 1.1814 -0.4169  -0.35
C4 -1.7364 -1.4372 -0.1695  -0.20
N1 0.8974 -0.3405 0.4562  -0.04
S1 -2.1272 0.0643 0.2184  1.10
H1 2.2827 -1.8270 0.0452  0.10
H2 2.8929 -0.1370 0.1158  0.06
H3 1.1834 1.6466 0.0958  0.12
H4 0.1784 1.3100 1.3546  0.07
H5 -1.0708 2.2528 -0.1161  0.13
H6 -0.7354 0.9435 -1.4328  0.08
H7 -1.2705 -1.6532 -1.1521  0.08
H8 -2.0960 -2.2761 0.3803  0.05

The HOMO-LUMO gap (spin up / spin down) comes out at 0.28188 / 0.28191 hartree. As for the net charge: +1.

***

Pick (a): it beats the second-best structure by 0.0203 hartree.

***

(a)
Entry from the Open Molecules 2025 dataset: 2 unconnected molecules or ions with the total composition C11H14N2O (wB97M-V/def2-TZVPD).

Each line ends with the Löwdin charge.
Geometry (Å):
C1 -1.8726 -4.1412 0.0959  -0.05
C2 0.2497 -1.5671 1.3333  -0.23
C3 -1.2646 -2.9690 0.7894  -0.37
C4 -1.8358 -2.1286 1.7047  -0.08
N1 0.0453 -2.6047 0.5689  0.10
N2 -0.8529 -1.2342 2.0483  0.04
H1 1.1681 -1.0091 1.3854  0.12
H2 -0.9282 -0.4545 2.6792  0.13
H3 -2.8290 -2.1388 2.1190  0.11
H4 -2.8881 -4.2883 0.4536  0.07
H5 -1.3055 -5.0453 0.3437  0.08
H6 -1.8699 -4.0267 -0.9855  0.07
C5 1.2214 1.8982 -3.6632  -0.06
C6 0.4796 1.7995 0.5750  -0.34
C7 1.5760 2.4915 0.0707  -0.03
C8 -0.3859 1.1583 -0.2853  -0.03
C9 1.7983 2.5285 -1.2944  -0.05
C10 -0.1433 1.1956 -1.6541  -0.03
C11 0.9431 1.8764 -2.1829  -0.28
O1 0.2299 1.7107 1.9254  0.02
H7 2.2544 2.9963 0.7566  0.11
H8 0.8795 2.2407 2.4111  0.11
H9 -1.2362 0.6002 0.0919  0.11
H10 2.6580 3.0727 -1.6708  0.11
H11 -0.8276 0.6738 -2.3095  0.11
H12 0.3834 1.5002 -4.2264  0.07
H13 2.0789 1.2670 -3.9117  0.08
H14 1.4439 2.9080 -4.0276  0.08

The HOMO-LUMO gap comes out at 0.32797 hartree. As for the SMILES: Cc1ccc(O)cc1.Cc1c[nH]cn1. As for the net charge: 0.

***

(b)
Entry from the Open Molecules 2025 dataset: 2 unconnected molecules or ions with the total composition C11H14N2O (wB97M-V/def2-TZVPD).

Each line ends with the Löwdin charge.
Geometry (Å):
C1 1.4781 -2.1220 -0.7479  -0.05
C2 -1.2036 0.5247 -1.1204  -0.20
C3 -0.6945 -0.6904 -0.5419  -0.16
C4 0.5052 -1.0476 -1.2278  -0.23
C5 0.5608 -0.2042 -2.3302  -0.05
C6 -2.4634 0.9104 -0.6083  -0.03
C7 -3.0494 0.1422 0.4012  -0.13
C8 -1.2412 -1.3294 0.6039  -0.05
C9 -2.5114 -0.9974 1.0126  -0.10
N1 -0.5256 0.6279 -2.3127  0.08
H1 -0.5221 1.5004 -2.7257  0.13
H2 -3.0525 1.9110 -0.7345  0.14
H3 1.1511 -0.4318 -3.1732  0.11
H4 -3.9553 0.5384 0.7441  0.07
H5 -0.6986 -2.2288 0.9769  0.12
H6 1.8359 -1.7437 0.2391  0.07
H7 2.2908 -2.2000 -1.4417  0.06
H8 -2.9445 -1.5343 1.8293  0.09
H9 1.0763 -3.1579 -0.7035  0.09
C10 2.6253 1.0958 1.0730  -0.01
C11 1.2643 1.6434 1.0816  -0.60
O1 0.8102 2.1443 0.0596  0.02
N2 0.3826 1.3069 2.0743  0.16
H10 -0.5568 1.5346 1.8245  0.09
H11 0.5011 0.6968 2.9077  0.13
H12 2.5419 0.2148 0.4080  0.07
H13 3.2111 0.9962 1.9515  0.06
H14 3.1842 1.8997 0.4804  0.12

The HOMO-LUMO gap comes out at 0.31317 hartree. As for the SMILES: Cc1c[nH]c2ccccc12.CC(N)=O. As for the net charge: 0.

***

Pick (a): it beats the second-best structure by 0.0336 hartree.